{"formula": "C21H14N2O2", "method": "wB97M-V/def2-TZVPD", "elements": ["N", "C", "C", "C", "C", "C", "C", "C", "C", "N", "C", "C", "C", "O", "C", "C", "C", "C", "O", "C", "C", "C", "C", "C", "C", "H", "H", "H", "H", "H", "H", "H", "H", "H", "H", "H", "H", "H", "H"], "positions_angstrom": [[1.9133, -0.3004, 3.4197], [2.0593, -0.8845, 2.4446], [2.2733, -1.6106, 1.2488], [2.4099, -2.9967, 1.3098], [2.6416, -3.7162, 0.1529], [2.7412, -3.0583, -1.0624], [2.6023, -1.6809, -1.1239], [2.3687, -0.9391, 0.0228], [2.1596, 0.5533, -0.0376], [0.7720, 0.8760, 0.1982], [-0.2601, 0.3405, -0.5024], [-1.4642, 0.7975, -0.0184], [-2.8070, 0.4347, -0.4522], [-3.7937, 0.5613, 0.2506], [-2.9104, -0.0913, -1.8293], [-2.1622, 0.1502, -2.9583], [-2.7939, -0.5463, -4.0085], [-3.8776, -1.1575, -3.4472], [-3.9584, -0.8802, -2.1466], [-1.1437, 1.6716, 1.0762], [-1.9200, 2.4273, 1.9501], [-1.2761, 3.1913, 2.8979], [0.1174, 3.2197, 2.9833], [0.9074, 2.4846, 2.1253], [0.2652, 1.7051, 1.1723], [2.3335, -3.4942, 2.2650], [2.7459, -4.7893, 0.1991], [2.9241, -3.6186, -1.9667], [2.6799, -1.1755, -2.0760], [2.4651, 0.9309, -1.0215], [2.7580, 1.0524, 0.7286], [-0.0714, -0.3728, -1.2823], [-1.2965, 0.7756, -3.0322], [-2.4901, -0.5855, -5.0345], [-4.6327, -1.7944, -3.8649], [-2.9952, 2.3938, 1.8785], [-1.8546, 3.7809, 3.5933], [0.5869, 3.8298, 3.7401], [1.9833, 2.5157, 2.2076]], "forces_ev_per_a": [[-0.0319, 0.1994, 0.3714], [-0.0604, 0.1985, 0.3938], [0.1721, -0.5438, -0.7818], [-0.0299, 0.1680, 0.0250], [0.0144, -0.0379, -0.0945], [-0.0091, -0.0652, 0.0424], [0.0333, 0.0712, 0.0733], [0.0645, -0.0432, 0.1016], [0.2327, -0.0375, -0.1414], [-0.0232, -0.0508, -0.0676], [-0.4674, -0.0491, -0.0847], [0.3835, 0.0647, 0.1195], [-0.2237, -0.2110, -0.1130], [0.1589, -0.0045, -0.0784], [0.5772, 0.3444, -0.5148], [-0.2850, -0.0678, 0.7057], [-0.4992, -0.3511, 0.0191], [0.4570, 0.1295, -0.7999], [-0.3056, -0.0523, 0.5406], [0.3441, -0.0283, -0.0584], [-0.0191, 0.0503, 0.0902], [-0.1729, 0.0424, 0.0255], [0.1676, -0.0151, -0.0366], [0.1315, 0.0778, 0.0043], [-0.6127, 0.3741, 0.3217], [-0.0009, -0.0210, 0.0555], [0.0078, -0.0823, 0.0084], [0.0129, -0.0517, -0.0731], [-0.0004, 0.0684, -0.0776], [0.0383, -0.0305, 0.1901], [-0.0656, -0.0176, -0.1290], [0.0238, -0.1145, -0.1136], [0.1465, 0.1428, 0.0669], [-0.0064, -0.0420, -0.2186], [-0.1433, -0.0860, 0.0596], [-0.0893, -0.0007, 0.0201], [-0.0610, 0.0456, 0.0500], [0.0571, 0.0356, 0.0619], [0.0837, -0.0086, 0.0360]], "smiles": "N#Cc1ccccc1Cn1cc(C(=O)c2ccco2)c2ccccc21", "lumo_ha": -0.0006}